Entry 1:
C5H13NO | ωB97M-V/def2-TZVPD

Positions of all 20 atoms, in Å:
C  1.73006  -0.32284  -0.64520
C  2.10544  1.00059  -1.20135
N  1.61177  -0.45698  0.70618
H  1.35110  0.40605  1.17293
H  0.84805  -1.12984  0.95189
H  2.07852  -1.22272  -1.14255
H  0.18078  -0.39924  -1.05014
H  2.53979  0.92043  -2.19545
H  2.76837  1.56198  -0.54090
H  1.15356  1.57381  -1.26566
C  -1.83748  -1.06372  1.64690
C  -1.11395  -0.19977  -0.64050
C  -1.39931  1.11972  -0.38806
O  -1.00191  -1.25410  0.53277
H  -1.69245  -0.71186  -1.40305
H  -2.51249  -1.92520  1.71172
H  -2.47364  -0.17145  1.68285
H  -1.23159  -1.02417  2.55866
H  -0.94382  1.64394  0.44072
H  -2.16081  1.65538  -0.93177

Forces on atoms 1 to 6 (eV/Å):
-1.6 -0.4 -0.7
-0.7 0.1 0.0
-0.7 -0.3 1.3
0.2 0.1 -0.1
1.0 0.4 -0.3
-0.1 0.0 -0.1

Properties
Spin multiplicity: 1
E_tot in eV: -8928.7925
LUMO (alpha / beta) in eV: 0.3 / 0.3
Maximum force in Eh/bohr: 0.052
ΔE to the lowest compared entry with this formula, charge and spin in kcal per mole: 120.34
Total charge: 0
HOMO level (alpha / beta) in eV: -7.02 / -7.02

Entry 2:
C5H13NO | ωB97M-V/def2-TZVPD

Positions of all 20 atoms, in Å:
C  -0.55605  0.82337  2.01165
N  -0.85626  0.02183  0.83365
C  0.20657  -0.66403  0.02721
C  0.31794  0.01581  -1.32217
C  -0.98015  -0.08262  -2.13667
O  0.86946  1.31845  -1.27328
C  1.48249  -0.79482  0.83873
H  -1.39800  1.47810  2.22356
H  -0.29864  0.22595  2.89450
H  0.31615  1.44315  1.79833
H  -1.57008  -0.64662  1.04029
H  -0.25283  -1.62666  -0.21911
H  1.00336  -0.58940  -1.92501
H  -1.16853  -1.12544  -2.39305
H  -1.84777  0.26966  -1.56834
H  -0.97075  0.53753  -3.03188
H  0.24591  1.83355  -0.77669
H  1.79329  0.19890  1.14115
H  2.32361  -1.11261  0.20881
H  1.34028  -1.52408  1.62835

Forces on atoms 1 to 6 (eV/Å):
0.6 -0.3 -0.4
0.0 0.0 -0.5
-1.3 0.5 0.9
0.3 -0.6 -1.3
-0.5 0.5 0.7
0.2 -0.5 -0.1

Properties
Spin multiplicity: 1
SMILES string: CN[C@H](C)[C@@H](C)O
E_tot in eV: -8932.8260
LUMO in eV: 0.9
Maximum force in Eh/bohr: 0.031
ΔE to the lowest compared entry with this formula, charge and spin in kcal per mole: 27.32
Total charge: 0
HOMO level in eV: -8.66

Entry 3:
C5H13NO | ωB97M-V/def2-TZVPD

Positions of all 20 atoms, in Å:
C  0.36426  0.71017  -2.40776
N  0.27412  0.80628  -0.95328
C  -0.56166  -0.28699  -0.25669
C  0.08915  -0.65359  1.13372
C  1.36918  -1.53361  1.00822
O  0.40632  0.55175  1.84315
C  -1.97158  0.36095  -0.10592
H  -0.60343  0.78725  -2.87778
H  0.98477  1.55709  -2.70338
H  0.76895  -0.24285  -2.77922
H  -0.08043  1.70121  -0.65028
H  -0.55521  -1.18989  -0.86710
H  -0.54087  -1.18548  1.85475
H  1.08091  -2.40450  0.39722
H  2.14660  -0.96904  0.45366
H  1.68128  -2.02083  1.93773
H  1.19256  0.92333  1.42756
H  -1.98941  1.46624  0.03120
H  -2.67133  -0.26715  0.46743
H  -2.39788  0.22342  -1.11329

Forces on atoms 1 to 6 (eV/Å):
-0.1 0.2 0.6
0.2 -2.4 0.9
0.5 2.3 1.0
1.3 0.3 0.2
-1.0 -0.2 -1.2
-0.1 -0.1 0.0

Properties
Spin multiplicity: 1
SMILES string: CN[C@H](C)[C@@H](C)O
E_tot in eV: -8932.4812
LUMO in eV: 1.1
Maximum force in Eh/bohr: 0.051
ΔE to the lowest compared entry with this formula, charge and spin in kcal per mole: 35.27
Total charge: 0
HOMO level in eV: -8.72

Entry 4:
C5H13NO2 | ωB97M-V/def2-TZVPD

Positions of all 21 atoms, in Å:
C  -2.48617  0.07370  -0.42607
N  -1.54760  -0.99150  -0.67124
C  -0.73573  -0.21472  0.10512
C  0.36564  0.50113  -0.55500
C  1.41720  1.13337  0.33926
O  2.91529  -0.28301  -1.07392
C  -0.91699  -0.29198  1.60936
O  -0.86961  0.91448  2.24368
H  -2.96589  0.15833  0.60992
H  -2.22552  1.13143  -0.65412
H  -3.52950  -0.08529  -1.02186
H  3.65657  -0.26282  -1.71165
H  1.58566  -2.41737  -1.14281
H  0.69823  0.06206  -1.45166
H  -0.16016  1.40285  -0.91732
H  1.66255  2.07940  -0.10464
H  1.15034  1.30420  1.38923
H  2.36911  0.51533  0.22306
H  -1.87063  -0.83650  1.77317
H  -0.15946  -1.00897  2.02278
H  1.64668  -2.88412  -0.58530

Forces on atoms 1 to 6 (eV/Å):
-6.8 1.3 -0.8
2.4 3.0 2.6
0.4 -4.5 -3.8
-0.3 2.4 2.0
0.4 -0.2 0.0
0.1 -0.6 -1.0

Properties
Spin multiplicity: 1
E_tot in eV: -10968.2580
LUMO in eV: -4.6
Maximum force in Eh/bohr: 0.136
ΔE to the lowest compared entry with this formula, charge and spin in kcal per mole: 314.11
Total charge: 0
HOMO level in eV: -8.17

Entry 5:
C5H13NO2 | ωB97M-V/def2-TZVPD

Positions of all 21 atoms, in Å:
C  -1.85389  -1.65645  -0.53261
C  -0.73245  -0.68703  -0.88594
N  0.37187  -0.89073  0.06902
C  2.86957  -0.50280  0.24658
C  1.53815  -0.06071  -0.35964
C  1.38507  1.44119  0.04749
O  0.94109  1.87473  1.06539
H  -1.68853  -2.72966  -0.58356
H  -2.54977  -1.35997  0.24272
H  -2.67347  -1.54798  -1.26661
H  -0.31995  -0.98258  -1.83487
H  -1.16942  0.32283  -0.92062
H  0.14394  -0.61528  1.01862
H  2.69479  -0.88278  1.28011
H  3.51740  0.34972  0.29295
H  3.27426  -1.40444  -0.19875
H  1.62267  0.00373  -1.44469
H  1.92462  2.11933  -0.68359
H  -2.36366  2.42784  1.67666
H  -3.81387  2.35833  1.71303
O  -3.11842  2.42271  1.05831

Forces on atoms 1 to 6 (eV/Å):
-2.2 0.4 -1.6
-0.5 -1.3 1.6
1.4 1.0 -1.2
-1.1 -1.0 1.3
-1.1 0.6 1.1
1.4 -0.5 -1.0

Properties
Spin multiplicity: 1
SMILES string: CCN[C@H](C)C=O.O
E_tot in eV: -10979.6654
LUMO in eV: 0.8
Maximum force in Eh/bohr: 0.053
ΔE to the lowest compared entry with this formula, charge and spin in kcal per mole: 51.05
Total charge: 0
HOMO level in eV: -8.89

Entry 6:
C5H13NO2 | ωB97M-V/def2-TZVPD

Positions of all 21 atoms, in Å:
C  -0.72039  -0.92854  0.66144
N  -0.77589  0.34706  1.32968
C  -1.51953  1.43380  0.66533
O  1.62117  1.92216  1.11195
C  0.34384  -1.22981  -0.49184
C  1.71468  -0.51968  -0.30241
C  -0.44277  -1.00208  -1.82601
O  -1.27011  0.04801  -1.69342
H  -1.66236  -0.96567  0.11355
H  -0.76175  -1.76422  1.42081
H  0.09842  0.62450  1.75915
H  -1.91284  1.07209  -0.22677
H  -0.76075  2.12224  0.13216
H  1.91416  2.84910  1.10457
H  1.92244  -0.51757  0.85497
H  0.60366  -2.27447  -0.42075
H  1.76125  0.62053  -0.46963
H  2.60108  -0.95180  -0.55594
H  0.15769  -0.81961  -2.64861
H  -0.97426  -1.97274  -2.04957
H  -1.93773  1.90672  1.53132

Forces on atoms 1 to 6 (eV/Å):
-0.9 0.0 0.5
0.1 -1.0 -2.9
4.0 0.2 1.6
-0.3 0.1 -0.6
2.5 0.7 0.9
-2.7 2.5 4.0

Properties
Spin multiplicity: 1
E_tot in eV: -10971.4654
LUMO in eV: -4.3
Maximum force in Eh/bohr: 0.105
ΔE to the lowest compared entry with this formula, charge and spin in kcal per mole: 240.14
Total charge: 0
HOMO level in eV: -8.47

The lowest maximum force belongs to which entry?
number 2

What is the formula in the second record?
C5H13NO

What is the formula in the fourth record?
C5H13NO2